Record 1
{
  "formula": "C5H7NO",
  "method": "wB97M-V/def2-TZVPD",
  "symbols": ["C", "C", "N", "C", "C", "C", "O", "H", "H", "H", "H", "H", "H", "H"],
  "xyz": [[-2.07016, 0.15729, 0.32678], [-0.66559, 0.32247, -0.17538], [0.23721, -0.88468, 0.11200], [0.49967, 0.43349, 0.73296], [1.63592, 0.70834, -0.24780], [0.98733, -0.40240, -1.10019], [1.15064, -0.95923, -2.14487], [-2.55525, 1.13913, 0.34641], [-2.14574, -0.27944, 1.33970], [-2.64823, -0.47407, -0.35803], [-0.01856, -1.78352, 0.50747], [0.51745, 0.50214, 1.81891], [2.62942, 0.38609, 0.09389], [1.65930, 1.70587, -0.68987]],
  "forces_ev_per_angstrom": [[-0.1, 0.0, 0.0], [-0.3, 0.1, 0.2], [0.0, -0.4, -0.1], [0.0, 0.1, 0.2], [0.1, 0.1, -0.1], [0.4, -0.4, -0.4], [-0.1, 0.3, 0.5], [0.1, -0.2, 0.0], [0.0, 0.1, -0.1], [0.1, 0.1, 0.1], [0.0, 0.2, 0.0], [0.0, 0.0, -0.2], [-0.1, 0.0, -0.1], [0.0, -0.2, 0.1]],
  "charge": 0,
  "orbital_gap_ev": 8.603,
  "fmax_ha_per_bohr": 0.01272,
  "total_energy_ha": -324.56134,
  "homo_ev": -7.727,
  "multiplicity": 1,
  "relative_energy_kj_mol": 428.3,
  "lumo_energy_ev": 0.876
}

***

Record 2
{
  "formula": "C3H6F2S",
  "method": "wB97M-V/def2-TZVPD",
  "symbols": ["C", "C", "C", "F", "F", "S", "H", "H", "H", "H", "H", "H"],
  "xyz": [[-0.39434, 0.32690, -1.22237], [0.24562, -0.45090, 1.23929], [-0.76686, -0.13367, 0.23372], [-1.17375, -2.14812, -0.42932], [-3.11110, 0.32094, -0.65321], [-2.41422, 0.28556, 0.78620], [-0.55362, 1.36923, -1.20101], [0.60599, 0.06662, -1.22602], [-0.96785, -0.19540, -1.90026], [-0.06809, -1.46624, 1.55262], [1.21837, -0.27999, 0.75875], [0.22727, 0.18206, 2.10129]],
  "forces_ev_per_angstrom": [[-0.8, -0.5, 4.2], [0.0, -0.3, -0.3], [-3.0, -1.0, -2.2], [0.5, 2.3, 0.9], [-0.2, 0.2, 0.1], [2.0, -0.7, -0.7], [-0.1, 1.4, -0.5], [2.1, -0.3, -0.8], [-1.2, -0.9, -1.5], [1.0, 0.2, -0.2], [-0.1, -0.9, 0.4], [-0.3, 0.6, 0.6]],
  "charge": 0,
  "orbital_gap_ev": [9.152, 9.153],
  "fmax_ha_per_bohr": 0.08379,
  "total_energy_ha": -715.70811,
  "homo_ev": [-9.797, -9.797],
  "multiplicity": 1,
  "relative_energy_kj_mol": 298.9,
  "lumo_energy_ev": [-0.644, -0.644]
}

***

Record 3
{
  "formula": "C3H8O2",
  "method": "wB97M-V/def2-TZVPD",
  "symbols": ["C", "O", "C", "O", "C", "H", "H", "H", "H", "H", "H", "H", "H"],
  "xyz": [[-2.03976, -0.50913, -0.11274], [-1.37141, 0.72602, -0.36866], [-0.09360, 0.84040, 0.05136], [0.80667, 0.08505, -0.73757], [2.00743, -0.18472, -0.05925], [-1.66100, -1.34830, -0.72174], [-1.90468, -0.82871, 0.89768], [-3.10354, -0.29259, -0.32240], [0.14791, 0.59273, 1.12411], [0.13966, 1.89868, -0.14807], [2.57403, -0.92768, -0.66195], [1.84163, -0.77220, 0.92842], [2.65666, 0.72045, 0.13079]],
  "forces_ev_per_angstrom": [[-0.2, 0.1, -0.9], [-0.9, -0.7, 0.0], [1.6, 1.1, 0.2], [0.1, -0.5, 0.2], [0.8, -1.3, 0.9], [-0.2, 0.5, -0.2], [0.0, 0.0, 1.0], [0.6, -0.4, 0.1], [-0.8, 0.0, -0.6], [0.1, -0.1, 0.5], [-0.3, 0.8, 0.1], [0.0, 1.2, -1.2], [-0.8, -0.8, -0.2]],
  "charge": 0,
  "orbital_gap_ev": 11.014,
  "fmax_ha_per_bohr": 0.03862,
  "total_energy_ha": -269.52922,
  "homo_ev": -9.978,
  "multiplicity": 1,
  "relative_energy_kj_mol": 172.4,
  "lumo_energy_ev": 1.036
}